Entry a
Formula: C3H3NOS2
Source: OMol25
Level of theory: wB97M-V/def2-TZVPD

```
! wB97M-V def2-TZVPD RIJCOSX def2/J DEFGRID3
* xyz 0 1
C -0.0886 0.4401 1.8563
C -0.3555 -0.9103 0.0796
C 0.5562 0.4321 -0.6547
N -0.4782 -0.7142 1.3718
O -0.6766 -1.8084 -0.6383
S 0.6507 1.5805 0.6985
S -0.5654 0.8037 -2.0517
H -0.0706 0.5905 2.8704
H 1.4945 0.1884 -1.1529
H -0.4665 -0.6025 -2.3790
*
```

Output
Kohn-Sham gap ... 8.23 eV
SMILES string ... O=C1N=CS[C@@H]1S
Lowest unoccupied orbital energy ... -0.86 eV

Atom charges from the Löwdin analysis, given in e for atoms 1 to 5:
1 C -0.321
2 C -0.545
3 C -0.866
4 N 0.061
5 O 0.061



Entry b
Formula: C3H3NOS2
Source: OMol25
Level of theory: wB97M-V/def2-TZVPD

```
! wB97M-V def2-TZVPD RIJCOSX def2/J DEFGRID3
* xyz 0 1
C -1.3921 0.1129 0.0638
C -1.0595 -1.1653 0.1161
C 0.8697 0.2071 -0.1549
N -0.3014 0.9351 -0.1358
O 3.4593 -0.0925 0.1105
S 0.6268 -1.5315 -0.1400
S 2.4306 0.9562 -0.0511
H -2.5062 0.4455 0.0578
H -1.9098 -1.8364 0.1047
H -0.2175 1.9688 0.0290
*
```

Output
Kohn-Sham gap ... 7.64 eV
Lowest unoccupied orbital energy ... 0.39 eV

Atom charges from the Löwdin analysis, given in e for atoms 1 to 5:
1 C -0.230
2 C -0.437
3 C -0.818
4 N -0.057
5 O -0.672



Q: Which of them is the most stable? A: entry a.



Entry a
Formula: C6H7N2
Source: OMol25
Level of theory: wB97M-V/def2-TZVPD

```
! wB97M-V def2-TZVPD RIJCOSX def2/J DEFGRID3
* xyz 1 1
C -3.2176 0.2511 -0.1756
C -0.0282 -2.6673 0.3532
C -2.1368 0.7160 0.0047
C -0.0033 -1.4733 0.3877
C -0.3185 0.8424 -0.1504
C 1.8950 -0.1909 0.0844
N 0.4460 -0.2051 0.0832
N 0.1259 2.0245 -0.5201
H -4.2737 0.0379 -0.0753
H -0.1201 -3.6384 0.7223
H 2.3248 -0.1506 1.1218
H 2.3383 -1.0226 -0.2730
H 2.3709 0.5959 -0.5116
H -0.5868 2.7432 -0.6642
H 1.1841 2.1371 -0.3872
*
```

Output
Kohn-Sham gap ... 9.93 eV
SMILES string ... C#CC(=[NH2+])N(C)C#C
Lowest unoccupied orbital energy ... -4.31 eV

Atom charges from the Löwdin analysis, given in e for atoms 1 to 5:
1 C 0.104
2 C 0.212
3 C 0.051
4 C -0.106
5 C -0.149



Entry b
Formula: C6H7N2
Source: OMol25
Level of theory: wB97M-V/def2-TZVPD

```
! wB97M-V def2-TZVPD RIJCOSX def2/J DEFGRID3
* xyz 1 1
C -1.5095 -1.3193 -0.1448
C -1.8759 0.9319 -0.0160
C 0.2690 0.0991 -0.1526
C 1.5480 0.4673 -0.0019
C -2.6287 -0.4536 0.0299
C 2.7901 -0.2663 0.0498
N -0.6694 1.1307 -0.0729
N -0.3325 -1.1765 -0.1420
H -2.6046 1.8300 0.1095
H 1.7273 1.6245 -0.0139
H -3.3341 -0.6308 -0.7858
H -2.9659 -0.6356 0.9816
H 3.2730 -0.5038 -0.8748
H 2.6223 -1.3451 0.4314
H 3.6909 0.2476 0.6026
*
```

Output
Kohn-Sham gap ... 7.53 eV
SMILES string ... C/C=C1/N=CCC#[N+]1
Lowest unoccupied orbital energy ... -6.49 eV

Atom charges from the Löwdin analysis, given in e for atoms 1 to 5:
1 C 0.125
2 C -0.059
3 C -0.292
4 C -0.042
5 C -0.026



Q: Which of them is the most stable? A: entry b.



Entry a
Formula: C4H10BN
Source: OMol25
Level of theory: wB97M-V/def2-TZVPD

```
! wB97M-V def2-TZVPD RIJCOSX def2/J DEFGRID3
* xyz 0 1
B 0.4632 1.4356 -0.1793
C -1.1654 1.1157 0.0156
C -1.6732 -0.2934 -0.2901
C -1.0313 -1.4430 0.4936
C 2.2991 -0.3665 -0.1758
N 1.0452 0.2496 0.1379
H 0.7403 2.6325 -0.1938
H -1.1903 1.2576 1.0674
H -1.6469 1.8048 -0.5622
H -2.6936 -0.2986 -0.0453
H -1.5677 -0.5105 -1.3084
H -0.7401 -1.2600 1.5611
H -0.8661 -2.4931 0.1465
H 2.5709 -1.2844 0.4767
H 2.2122 -0.8362 -1.1557
H 3.2437 0.2900 0.0119
*
```

Output
Kohn-Sham gap (alpha / beta) ... 7.18 / 9.37 eV
Lowest unoccupied orbital energy (alpha / beta) ... -0.90 / 0.44 eV

Atom charges from the Löwdin analysis, given in e for atoms 1 to 5:
1 B -0.295
2 C -0.165
3 C -0.286
4 C 0.079
5 C -0.169



Entry b
Formula: C4H10BN
Source: OMol25
Level of theory: wB97M-V/def2-TZVPD

```
! wB97M-V def2-TZVPD RIJCOSX def2/J DEFGRID3
* xyz 0 1
B -2.3894 0.3627 0.1277
C 0.9730 -0.9544 0.3874
C 1.4246 0.3828 -0.2592
C -0.3653 -1.1369 -0.2457
C 0.5096 1.4708 0.0230
N -1.1195 0.0352 -0.0468
H -2.7804 1.4931 0.1416
H -3.3494 -0.3187 0.3569
H 1.6804 -1.8178 0.3850
H 0.8779 -0.6882 1.4447
H 2.5938 0.6668 0.0130
H 1.3153 0.2214 -1.2382
H -0.3472 -1.2382 -1.3700
H -0.9259 -2.0271 0.1989
H 0.2648 1.6881 1.0420
H 0.2214 2.3027 -0.6047
*
```

Output
Kohn-Sham gap ... 9.13 eV
Lowest unoccupied orbital energy ... 0.25 eV

Atom charges from the Löwdin analysis, given in e for atoms 1 to 5:
1 B -0.293
2 C -0.182
3 C -0.267
4 C -0.287
5 C 0.085



Q: Which of them is the most stable? A: entry b.



Entry a
Formula: C4H14O3
Source: OMol25
Level of theory: wB97M-V/def2-TZVPD

```
! wB97M-V def2-TZVPD RIJCOSX def2/J DEFGRID3
* xyz 1 2
C 2.6406 -0.1400 0.1329
C 1.8487 -1.0694 -0.6548
C 0.5241 -0.7175 -1.0080
C 2.4817 -2.3097 -1.1111
H 2.1739 0.8235 0.2680
H 2.8422 -0.5737 1.1180
H 3.6629 0.0281 -0.2040
H -0.1016 -1.4962 -1.4412
H 0.1005 0.2203 -0.7150
H 2.7877 -2.8927 -0.2283
H 1.8041 -3.0152 -1.5856
H 3.3489 -2.0595 -1.7262
H -2.4707 -1.5569 -0.1225
H -1.6448 -0.9296 1.0048
O -2.5312 -1.2308 0.7813
H -1.0414 2.3090 1.6714
H 0.2828 1.5780 2.0375
O -0.2973 1.8267 1.3001
H -5.4249 3.2642 -0.4981
H -5.1634 4.1389 0.7941
O -5.8228 3.8025 0.1866
*
```

Output
Kohn-Sham gap (alpha / beta) ... 8.18 / 4.53 eV
Lowest unoccupied orbital energy (alpha / beta) ... -5.07 / -8.72 eV

Atom charges from the Löwdin analysis, given in e for atoms 1 to 5:
1 C -0.002
2 C -0.228
3 C 0.276
4 C 0.001
5 H 0.090



Entry b
Formula: C4H14O3
Source: OMol25
Level of theory: wB97M-V/def2-TZVPD

```
! wB97M-V def2-TZVPD RIJCOSX def2/J DEFGRID3
* xyz 1 2
C 2.0164 -0.6476 -0.2298
C 1.9196 -1.1332 1.2376
O 2.4943 -0.0764 2.0040
H 3.0213 -0.6512 -0.6519
H 1.7696 0.4073 -0.3499
H 1.3655 -1.1942 -0.9122
H 2.3597 -2.1118 1.4297
H 0.8456 -1.2208 1.4015
H 2.5772 -0.4275 2.8936
C -2.6239 1.7309 0.6515
C -1.5989 0.7005 0.3676
O -0.7269 0.9679 -0.6328
H -3.4963 1.2804 1.1250
H -2.8963 2.3039 -0.2348
H -2.3013 2.5347 1.3133
H -2.1668 -0.1969 0.1220
H -1.1634 0.4873 1.3438
H -0.6035 0.2749 -1.2856
O -0.1981 -0.9792 -2.8137
H -0.5335 -1.7370 -3.2927
H -0.0602 -0.3121 -3.4862
*
```

Output
Kohn-Sham gap (alpha / beta) ... 11.30 / 3.81 eV
Lowest unoccupied orbital energy (alpha / beta) ... -2.95 / -9.74 eV

Atom charges from the Löwdin analysis, given in e for atoms 1 to 5:
1 C -0.069
2 C -0.260
3 O -0.030
4 H 0.093
5 H 0.072



Q: Which of them is the most stable? A: entry a.



Entry a
Formula: H5O2S
Source: OMol25
Level of theory: wB97M-V/def2-TZVPD

```
! wB97M-V def2-TZVPD RIJCOSX def2/J DEFGRID3
* xyz -1 1
S -1.1992 -0.1517 0.9632
H -1.0478 -0.7164 2.1799
H -1.3615 -1.7689 -0.8611
H -1.5590 -1.3190 -2.3575
O -1.8519 -1.9592 -1.6915
H 3.7446 1.3652 0.2277
H 3.0469 2.5956 -0.2954
O 3.9266 2.2730 -0.0407
*
```

Output
Kohn-Sham gap ... 6.64 eV
Lowest unoccupied orbital energy ... 3.78 eV

Atom charges from the Löwdin analysis, given in e for atoms 1 to 5:
1 S -0.256
2 H -0.473
3 H -0.106
4 H 0.010
5 O -0.170



Entry b
Formula: H5O2S
Source: OMol25
Level of theory: wB97M-V/def2-TZVPD

```
! wB97M-V def2-TZVPD RIJCOSX def2/J DEFGRID3
* xyz -1 1
S -0.9576 0.5579 -2.0767
H -0.3912 1.6215 -2.5072
H -0.5184 0.3769 0.5992
H 0.5162 0.0380 -0.1886
O 0.3975 0.0962 0.7951
H 1.4730 -0.4468 2.3518
H 1.9955 -1.4919 3.2983
O 1.1334 -1.2242 2.9141
*
```

Output
Kohn-Sham gap ... 6.73 eV
Lowest unoccupied orbital energy ... 3.69 eV

Atom charges from the Löwdin analysis, given in e for atoms 1 to 5:
1 S -0.147
2 H -0.508
3 H -0.020
4 H -0.062
5 O -0.181



Q: Which of them is the most stable? A: entry a.



Entry a
Formula: C2H5Br2N2
Source: OMol25
Level of theory: wB97M-V/def2-TZVPD

```
! wB97M-V def2-TZVPD RIJCOSX def2/J DEFGRID3
* xyz 1 1
C 0.4951 -0.4791 0.4661
C 0.5860 0.3495 -0.7472
N 1.7812 -1.3896 0.7088
N -0.4050 -0.4845 1.3625
Br 3.1958 -1.1780 -0.4523
Br 1.9617 -2.1999 2.3562
H 1.0986 1.2481 -0.4914
H -0.3881 0.5498 -0.9413
H 1.1823 -0.2352 -1.5282
H -1.2770 0.0330 1.2427
H -0.3440 -1.2231 2.0175
*
```

Output
Kohn-Sham gap ... 8.57 eV
Lowest unoccupied orbital energy ... -5.17 eV

Atom charges from the Löwdin analysis, given in e for atoms 1 to 5:
1 C -0.322
2 C -0.026
3 N -1.006
4 N 0.230
5 Br 0.828



Entry b
Formula: C2H5Br2N2
Source: OMol25
Level of theory: wB97M-V/def2-TZVPD

```
! wB97M-V def2-TZVPD RIJCOSX def2/J DEFGRID3
* xyz 1 1
C -0.4764 0.4851 -0.2208
C -1.5624 -0.4782 -0.2401
N -0.9751 2.3368 -0.1220
N 0.7634 0.4153 0.0755
Br 0.4386 3.4744 0.0113
Br -2.0205 2.7410 -1.7390
H -1.7325 -0.5469 -1.3376
H -2.4740 -0.1212 0.1799
H -1.2963 -1.3138 0.4363
H 1.4008 -0.2965 0.1568
H 1.2235 1.4088 0.3218
*
```

Output
Kohn-Sham gap ... 8.62 eV
Lowest unoccupied orbital energy ... -5.29 eV

Atom charges from the Löwdin analysis, given in e for atoms 1 to 5:
1 C -0.187
2 C -0.006
3 N -0.911
4 N 0.203
5 Br 0.764



Q: Which of them is the most stable? A: entry a.